A structure of composition C9H25Cl2N2OP2STm at a distorted geometry, computed with ωB97M-V/def2-TZVPD.

Each line ends with the Löwdin spin population.
Element x y z (Å)
C: 2.8610 3.8318 -0.4529  0.0001
C: 2.1534 2.5509 -0.4313  0.0002
H: 2.2385 4.6521 -0.0719  0.0000
H: 3.1369 4.0394 -1.4974  0.0000
H: 3.7914 3.7468 0.1366  0.0000
O: 1.1596 2.1832 0.2277  -0.0014
Cl: 2.8866 1.2543 -1.5694  -0.0003
Tm: 0.9239 -0.0920 -0.2398  2.0118
P: -0.5154 0.2822 -2.6599  -0.0020
C: -2.2830 0.6423 -2.9813  -0.0004
C: 0.2190 1.4109 -3.8979  -0.0003
H: -0.1407 1.1412 -4.9016  -0.0001
H: -0.4754 -1.1902 -4.5990  0.0000
H: 1.3131 1.3530 -3.8724  0.0000
H: 0.6744 -1.7305 -3.3301  0.0000
H: -2.5149 1.6411 -2.5907  0.0000
H: -0.0800 2.4431 -3.6727  0.0000
C: -0.3310 -1.3311 -3.5194  -0.0001
H: -2.4881 0.6316 -4.0620  -0.0001
H: -1.0577 -2.0549 -3.1288  0.0000
H: -2.9394 -0.0801 -2.4827  0.0000
P: 0.7175 -0.3407 2.5614  -0.0015
C: -0.6011 -0.0599 3.7966  -0.0002
C: 1.1657 -2.0729 2.9609  0.0000
H: 2.9874 0.5247 2.7441  0.0000
H: 2.3037 0.0745 4.3419  0.0000
H: 1.8020 1.6006 3.5329  0.0000
C: 2.0896 0.5525 3.3758  -0.0001
H: 1.9767 -2.3922 2.2953  0.0000
H: 1.4875 -2.1134 4.0092  0.0000
H: -0.2571 -0.4067 4.7816  -0.0001
H: -1.5272 -0.5823 3.5252  0.0000
H: 0.3167 -2.7457 2.7916  0.0000
H: -0.8142 1.0157 3.8510  0.0000
Cl: 2.6552 -1.8102 -0.2577  -0.0041
N: -2.7055 -2.1603 1.8329  -0.0004
C: -2.4307 -2.0172 0.5227  -0.0005
N: -3.4759 -1.8183 -0.2998  -0.0003
S: -0.8412 -2.1264 -0.1074  -0.0001
H: -3.6663 -2.2639 2.1496  0.0000
H: -1.9741 -2.4623 2.4668  0.0000
H: -3.3099 -1.8177 -1.3017  0.0000
H: -4.4311 -1.9031 0.0242  0.0000

Forces on atoms 1 to 2 (eV/Å):
C 0.079 0.482 -0.431
C -2.020 -1.394 1.121

Values from the calculation:
orbital gap (spin up / spin down)	8.069 / 8.096	eV
multiplicity	3
strongest force on any atom	0.071	Eh/bohr
E_HOMO (spin up / spin down)	-15.23 / -15.25	eV
net charge	+2
electronic energy	-98743.8131	eV


The molecule C4H7NO2 at a distorted geometry, computed with ωB97M-V/def2-TZVPD.

Each line ends with the natural charge from an NBO analysis.
Element x y z (Å)
C: -1.6234 -0.8764 -0.1254  -0.6267
C: -0.3307 -0.2831 -0.6362  0.0831
C: 0.0492 0.9758 0.1101  -0.2516
N: 1.4683 1.0540 -0.2193  -0.6573
C: 1.7372 -0.2329 0.3141  0.8784
O: 2.5567 -0.5515 1.1260  -0.5669
O: 0.8083 -1.0845 -0.2282  -0.5038
H: -1.5985 -0.9425 0.9671  0.2167
H: -1.7928 -1.8738 -0.5332  0.2283
H: -2.4596 -0.2290 -0.4169  0.2174
H: -0.3319 -0.1822 -1.7300  0.1938
H: 0.1012 0.5262 1.1678  0.1735
H: -0.5373 1.8888 -0.0460  0.2261
H: 1.9532 1.8111 0.2501  0.3890

Forces on atoms 1 to 2 (eV/Å):
C -0.002 -0.131 -0.013
C -0.174 0.135 0.081

Values from the calculation:
orbital gap	10.976	eV
strongest force on any atom	0.045	Eh/bohr
structure (SMILES)	C[C@H]1CNC(=O)O1
E_HOMO	-10.09	eV
electronic energy	-9846.1957	eV
energy relative to the best compared isomer or geometry (same formula, charge and spin)	104.6	kJ/mol